Record 1
A molecular structure, C5H7CrO4 in a non-equilibrium geometry. Source: the OMol25 dataset; level of theory: ωB97M-V/def2-TZVPD.

```
! RIJCOSX wB97M-V def2-TZVPD def2/J DEFGRID3
* xyz 0 4
O -1.094 -0.325 1.494
C -0.608 -1.713 3.257
O 0.077 -2.257 2.471
O 1.993 -0.990 0.095
C 1.410 -1.252 -1.205
C 0.802 -0.002 -1.779
O -0.459 0.280 -1.088
C -0.533 1.345 -0.160
C -1.469 0.913 0.967
Cr 0.142 -1.437 0.448
H 2.129 -1.687 -1.925
H 0.557 -0.120 -2.847
H 1.450 0.891 -1.644
H -0.915 2.263 -0.640
H 0.469 1.553 0.250
H -2.495 0.847 0.556
H -1.456 1.693 1.750
*
```

The HOMO energy (spin up / spin down) is -8.540 / -8.554 eV. The HOMO-LUMO gap (spin up / spin down) comes out at 8.286 / 8.466 eV.

Record 2
A molecular structure, C5H7CrO4 in a non-equilibrium geometry. Source: the OMol25 dataset; level of theory: ωB97M-V/def2-TZVPD.

```
! RIJCOSX wB97M-V def2-TZVPD def2/J DEFGRID3
* xyz 2 4
O -0.520 -0.139 1.978
Cr 0.043 -1.453 0.700
C -0.031 0.873 2.505
C 0.743 1.856 1.718
H -0.486 1.222 3.448
H 1.766 1.380 1.829
H 0.152 2.080 0.817
H 0.782 2.809 2.267
C 1.447 0.331 -1.606
C 0.615 -0.597 -1.097
O -0.433 -0.956 -2.040
C -1.281 -1.851 -1.630
O -1.335 -2.302 -0.479
O -2.155 -2.148 -2.556
H 2.408 0.477 -1.110
H 1.291 0.795 -2.585
H -3.007 -2.378 -2.160
*
```

The HOMO energy (spin up / spin down) is -18.311 / -18.528 eV. The HOMO-LUMO gap (spin up / spin down) comes out at 6.574 / 8.311 eV.

Record 3
2 unconnected molecules or ions with the total composition C5H7F2N in a non-equilibrium geometry. Source: the OMol25 dataset; level of theory: ωB97M-V/def2-TZVPD.

```
! RIJCOSX wB97M-V def2-TZVPD def2/J DEFGRID3
* xyz 0 1
C 0.707 -2.200 -0.350
C -1.465 1.548 -0.309
C 0.306 -0.989 -0.783
C -0.503 1.389 0.550
C 1.034 0.155 -0.527
N 0.996 1.096 -1.533
F 1.659 2.271 -1.263
F 1.723 0.730 -2.736
H -0.043 -3.017 -0.631
H 1.587 -2.314 0.250
H -2.444 1.969 -0.152
H -1.337 1.150 -1.314
H -0.493 -0.842 -1.463
H -0.142 1.731 1.470
H 1.846 0.093 0.126
*
```

The HOMO energy (spin up / spin down) is -8.745 / -8.746 eV. The HOMO-LUMO gap (spin up / spin down) comes out at 8.661 / 8.661 eV.

Record 4
C5H7FN2 in the gas phase in a non-equilibrium geometry. Source: the OMol25 dataset; level of theory: ωB97M-V/def2-TZVPD.

```
! RIJCOSX wB97M-V def2-TZVPD def2/J DEFGRID3
* xyz 0 1
C -1.641 -1.465 -0.069
N -0.240 -1.063 -0.183
C 0.516 -0.864 1.033
C 1.197 0.355 0.360
F 2.402 -0.007 -0.263
C 0.099 0.315 -0.618
C -0.951 1.331 -0.365
N -1.754 2.125 -0.110
H -2.154 -1.672 -1.014
H -2.240 -0.821 0.589
H -1.626 -2.468 0.418
H 1.255 -1.657 1.310
H -0.083 -0.530 1.897
H 1.466 1.324 0.846
H 0.394 0.417 -1.670
*
```

As for the SMILES: CN1C[C@@H](F)[C@@H]1C#N. The HOMO energy is -9.721 eV. The HOMO-LUMO gap comes out at 10.661 eV.

Record 5
2 unconnected molecules or ions with the total composition C5H7FN2 in a non-equilibrium geometry. Source: the OMol25 dataset; level of theory: ωB97M-V/def2-TZVPD.

```
! RIJCOSX wB97M-V def2-TZVPD def2/J DEFGRID3
* xyz 0 1
C 1.075 -1.260 0.389
C 2.408 -1.194 0.641
C 0.602 0.064 0.603
C -2.119 0.679 -1.371
C -2.068 0.634 0.131
N 1.532 0.944 0.783
N 2.672 0.165 0.813
F -2.530 -0.492 0.780
H 0.476 -2.051 0.280
H 3.060 -2.004 0.560
H -2.817 1.484 -1.663
H -1.037 1.034 -1.719
H -2.500 -0.259 -1.771
H -2.279 1.567 0.620
H 3.525 0.689 0.924
*
```

The HOMO energy (spin up / spin down) is -8.189 / -9.035 eV. The HOMO-LUMO gap (spin up / spin down) comes out at 8.101 / 9.846 eV.

Record 6
C5H7FN2 in the gas phase in a non-equilibrium geometry. Source: the OMol25 dataset; level of theory: ωB97M-V/def2-TZVPD.

```
! RIJCOSX wB97M-V def2-TZVPD def2/J DEFGRID3
* xyz 0 1
N -1.717 -0.195 1.008
C -0.906 0.116 -0.190
F -1.709 0.168 -1.284
C -0.059 1.343 -0.069
C 1.273 1.345 -0.071
N 2.015 0.216 0.144
C 1.565 -0.951 -0.051
C 0.219 -1.293 -0.643
H -2.677 0.040 0.978
H -1.227 -0.021 1.886
H -0.638 2.261 0.012
H 1.782 2.339 0.130
H 2.284 -1.834 0.083
H 0.304 -1.392 -1.726
H -0.509 -2.143 -0.205
*
```

As for the SMILES: N[C@@]1(F)C=CN=CC1. The HOMO energy is -9.250 eV. The HOMO-LUMO gap comes out at 9.674 eV.

Record 7
C5H7FN2 in the gas phase in a non-equilibrium geometry. Source: the OMol25 dataset; level of theory: ωB97M-V/def2-TZVPD.

```
! RIJCOSX wB97M-V def2-TZVPD def2/J DEFGRID3
* xyz 0 1
C 0.412 1.694 0.008
C -0.395 0.727 -0.208
C 1.880 -0.664 -0.156
C -1.469 -1.426 0.430
C -1.496 -0.175 -0.457
N 2.488 0.395 0.101
N 1.864 1.553 0.235
F 2.402 -1.874 -0.087
H 0.197 2.749 0.116
H -2.230 -2.132 0.099
H -1.659 -1.162 1.468
H -0.493 -1.905 0.367
H -2.439 0.362 -0.286
H -1.471 -0.475 -1.509
H 2.408 2.332 -0.123
*
```

The HOMO energy (spin up / spin down) is -8.223 / -8.328 eV. The HOMO-LUMO gap (spin up / spin down) comes out at 7.831 / 8.307 eV.

Record 8
C5H7FN2O2 in the gas phase in a non-equilibrium geometry. Source: the OMol25 dataset; level of theory: ωB97M-V/def2-TZVPD.

```
! RIJCOSX wB97M-V def2-TZVPD def2/J DEFGRID3
* xyz 0 1
C -0.061 -0.180 -1.980
N 0.123 0.611 -0.729
O 1.460 1.059 -0.837
C 2.136 0.648 0.212
C 1.431 -0.032 1.068
C 0.101 -0.137 0.575
F -0.305 -1.516 0.352
C -1.111 0.361 1.438
N -2.159 -0.166 0.921
O -1.039 1.092 2.352
H 0.053 0.463 -2.766
H 0.732 -0.979 -1.969
H -1.104 -0.442 -1.929
H 3.187 0.564 0.115
H 1.798 -0.595 1.881
H -2.129 -0.773 0.061
H -3.113 0.021 1.234
*
```

As for the SMILES: CN1OC=C[C@@]1(F)C(N)=O. The HOMO energy is -9.019 eV. The HOMO-LUMO gap comes out at 9.818 eV.

Record 9
C5H7FOS in the gas phase in a non-equilibrium geometry. Source: the OMol25 dataset; level of theory: ωB97M-V/def2-TZVPD.

```
! RIJCOSX wB97M-V def2-TZVPD def2/J DEFGRID3
* xyz 0 1
C 1.899 -0.662 -0.990
C 1.428 0.125 -0.081
F 2.246 0.845 0.706
C 0.001 0.410 0.142
S -0.577 2.090 -0.236
C -0.655 -0.127 1.456
C -1.032 -0.697 0.099
O -2.298 -0.515 -0.453
H 2.961 -0.836 -1.004
H 1.227 -1.012 -1.749
H -0.478 1.996 -1.581
H -1.388 0.507 1.969
H -0.041 -0.776 2.057
H -0.755 -1.722 -0.050
H -2.536 0.375 -0.286
*
```

As for the SMILES: C=C(F)[C@]1(S)C[C@H]1O. The HOMO energy is -9.603 eV. The HOMO-LUMO gap comes out at 10.264 eV.

Record 10
C5H7FS in the gas phase in a non-equilibrium geometry. Source: the OMol25 dataset; level of theory: ωB97M-V/def2-TZVPD.

```
! RIJCOSX wB97M-V def2-TZVPD def2/J DEFGRID3
* xyz 0 1
F -0.968 2.265 -0.179
C -0.486 1.152 0.277
C 1.023 0.873 -0.272
C 1.104 -0.598 0.172
C -0.344 -1.143 -0.251
C -1.400 -0.046 -0.065
S -3.043 0.010 -0.022
H -0.326 0.989 1.411
H 1.789 1.434 0.239
H 1.127 0.838 -1.511
H 1.768 -1.341 -0.305
H 1.144 -0.738 1.320
H -0.699 -1.941 0.384
H -0.688 -1.755 -1.198
*
```

As for the SMILES: F[C@@H]1CCCC1=S. The HOMO energy is -8.612 eV. The HOMO-LUMO gap comes out at 8.458 eV.

Record 11
2 unconnected molecules or ions with the total composition C5H7FSi in a non-equilibrium geometry. Source: the OMol25 dataset; level of theory: ωB97M-V/def2-TZVPD.

```
! RIJCOSX wB97M-V def2-TZVPD def2/J DEFGRID3
* xyz 0 1
C -2.518 1.117 2.347
C -1.842 0.381 1.674
C 0.400 1.917 -0.780
C -0.029 0.884 -1.521
C 0.772 -2.327 -0.466
F -1.437 -1.268 -2.082
Si -0.425 -0.914 -0.951
H -2.998 1.760 3.143
H 0.678 2.859 -1.282
H 0.431 1.956 0.315
H -0.245 0.904 -2.554
H 0.154 -3.254 -0.758
H 1.612 -2.303 -1.151
H 1.196 -2.330 0.475
*
```

The HOMO energy is -8.498 eV. The HOMO-LUMO gap comes out at 7.352 eV.

Record 12
C5H7I in the gas phase in a non-equilibrium geometry. Source: the OMol25 dataset; level of theory: ωB97M-V/def2-TZVPD.

```
! RIJCOSX wB97M-V def2-TZVPD def2/J DEFGRID3
* xyz 0 1
C 2.309 1.317 0.323
C 1.171 1.177 0.002
C -0.207 0.961 -0.346
C -0.831 -0.164 0.412
C -0.339 -1.559 -0.087
I -3.093 0.053 0.014
H 3.305 1.555 0.404
H -0.288 0.906 -1.380
H -0.775 1.783 -0.112
H -0.631 -0.168 1.429
H -0.835 -1.978 -1.052
H -0.446 -2.477 0.714
H 0.660 -1.405 -0.322
*
```

As for the SMILES: C#CC[C@H](C)I. The HOMO energy is -9.510 eV. The HOMO-LUMO gap comes out at 9.649 eV.

Record 13
3 unconnected molecules or ions with the total composition C5H7IN4O4 in a non-equilibrium geometry. Source: the OMol25 dataset; level of theory: ωB97M-V/def2-TZVPD.

```
! RIJCOSX wB97M-V def2-TZVPD def2/J DEFGRID3
* xyz 0 1
C -0.795 3.132 -1.251
C 0.165 -1.035 -0.584
C 2.077 -0.184 2.127
C -0.857 0.657 -1.983
C 0.772 -3.980 0.913
N -0.604 3.749 -2.287
N 0.755 -1.945 -0.056
N -0.047 -0.002 -1.163
N -1.422 2.126 0.792
O 1.130 0.473 2.046
O 3.040 -0.797 2.265
O -1.244 3.286 -0.070
O 0.429 -2.649 1.106
I -2.909 0.241 -2.044
H -0.434 1.167 -2.885
H 0.970 -4.277 1.977
H 1.634 -4.071 0.289
H 0.042 -4.764 0.498
H -0.493 4.728 -2.263
H -1.720 2.486 1.695
H -0.488 1.658 0.878
*
```

The HOMO energy (spin up / spin down) is -7.481 / -7.198 eV. The HOMO-LUMO gap (spin up / spin down) comes out at 7.142 / 7.088 eV.

Record 14
A gas-phase ion, C5H7INS (charge +1) in a non-equilibrium geometry. Source: the OMol25 dataset; level of theory: ωB97M-V/def2-TZVPD.

```
! RIJCOSX wB97M-V def2-TZVPD def2/J DEFGRID3
* xyz 1 1
C -0.068 -0.996 0.453
C 1.228 -0.928 0.061
C -2.356 -0.731 0.533
C 2.059 0.223 -0.451
C -1.076 1.206 -0.052
N -1.249 -0.147 0.328
S 2.050 -2.391 0.485
I -4.306 -0.209 0.251
H -0.190 -2.001 0.827
H 2.857 0.476 0.280
H 2.703 -0.125 -1.285
H 1.453 0.986 -0.753
H -1.436 1.447 -1.019
H -1.650 1.796 0.629
H -0.021 1.393 -0.287
*
```

The HOMO energy (spin up / spin down) is -12.925 / -12.635 eV. The HOMO-LUMO gap (spin up / spin down) comes out at 6.111 / 6.547 eV.

Record 15
A molecular structure, C5H7MgO3 in a non-equilibrium geometry. Source: the OMol25 dataset; level of theory: ωB97M-V/def2-TZVPD.

```
! RIJCOSX wB97M-V def2-TZVPD def2/J DEFGRID3
* xyz 1 1
O 0.306 -0.501 -1.251
C -0.538 -0.203 -2.209
O -1.768 0.013 -1.988
Mg -1.974 0.311 -3.966
O -0.092 -0.110 -3.391
C -0.169 -0.597 0.084
H -1.178 -1.016 0.101
H 0.446 -1.798 1.753
C 0.837 -1.100 1.007
H 1.810 -1.394 0.600
C -0.162 1.104 1.017
C 0.931 0.633 1.871
H 0.035 1.897 0.287
H 1.922 1.044 1.650
H -1.147 1.190 1.490
H 0.742 0.528 2.944
*
```

The HOMO energy is -10.971 eV. The HOMO-LUMO gap comes out at 3.674 eV.

Record 16
2 unconnected molecules or ions with the total composition C5H7N in a non-equilibrium geometry. Source: the OMol25 dataset; level of theory: ωB97M-V/def2-TZVPD.

```
! RIJCOSX wB97M-V def2-TZVPD def2/J DEFGRID3
* xyz 0 1
C -2.480 0.654 0.361
C -1.450 -0.154 0.656
C -1.196 -1.388 -0.019
N -0.966 -2.449 -0.402
H -2.559 1.647 0.697
H -3.111 0.451 -0.475
H -0.801 -0.057 1.496
C 1.557 -1.068 -0.003
C 1.880 0.238 -0.277
H 0.983 -1.161 0.885
H 1.618 -1.936 -0.642
H 2.097 0.773 0.581
H 2.416 0.396 -1.233
*
```

As for the SMILES: C=CC#N.C=C. The HOMO energy is -9.800 eV. The HOMO-LUMO gap comes out at 10.092 eV.